[1]
Formula: C13H15F5NO5P
Source: the OMol25 dataset
Level of theory: ωB97M-V/def2-TZVPD

## Properties
SMILES: [H]/N=C(/C)CO[P@](=O)(OOCC)OC(F)(F)c1cccc(C(F)(F)F)c1
LUMO level: -0.03929 Eh

Each line ends with the Löwdin charge.
Positions of all 40 atoms, in Å:
H: 1.21 -3.65 -2.00  0.05
N: 0.30 -3.51 -1.48  0.09
C: 0.58 -2.99 -0.21  -0.31
C: -0.69 -2.68 0.78  -0.07
C: 2.17 -2.73 0.12  -0.18
O: 2.54 -1.33 0.36  -0.26
P: 1.83 -0.24 -0.79  0.88
O: 1.77 -0.83 -2.29  -0.31
O: 2.97 1.12 -0.91  -0.22
O: 4.11 0.56 -1.22  -0.24
C: 5.25 1.29 -0.62  -0.17
C: 5.28 1.20 1.04  -0.09
O: 0.28 0.24 -0.16  -0.13
C: -0.34 1.32 -0.95  -0.31
F: -0.63 0.97 -2.36  0.02
F: 0.39 2.63 -0.83  -0.01
C: -1.82 1.60 -0.22  -0.02
C: -2.06 2.93 0.76  0.03
C: -3.57 3.06 1.45  -0.04
C: -4.76 1.91 1.20  0.01
C: -4.50 0.62 0.21  -0.04
C: -5.58 -0.57 -0.11  -0.23
F: -6.79 -0.55 0.74  0.01
F: -4.92 -1.90 0.11  -0.01
F: -5.93 -0.55 -1.57  0.00
C: -3.00 0.49 -0.49  0.06
H: -1.43 -3.61 0.68  0.10
H: -1.32 -1.75 0.39  0.07
H: -0.41 -2.57 1.91  0.09
H: 2.39 -3.32 1.13  0.15
H: 2.90 -3.18 -0.69  0.14
H: 5.31 2.40 -1.00  0.13
H: 6.25 0.76 -0.98  0.14
H: 4.26 0.80 1.48  0.08
H: 5.49 2.28 1.46  0.08
H: 6.16 0.50 1.39  0.08
H: -1.21 3.74 0.96  0.11
H: -3.89 3.95 2.16  0.09
H: -5.82 2.02 1.74  0.11
H: -2.79 -0.44 -1.18  0.13

[2]
Formula: FH2IP2
Source: the OMol25 dataset
Level of theory: ωB97M-V/def2-TZVPD

## Properties
ΔE to the lowest compared entry with this formula, charge and spin: 11.7 kcal/mol
SMILES: FP(#[PH2])I
LUMO level: -0.01603 Eh

Each line ends with the Löwdin charge.
Positions of all 6 atoms, in Å:
F: 0.74 -1.55 -0.01  -0.59
P: 0.51 -0.05 1.06  0.13
P: -1.13 0.73 -0.21  0.41
I: 2.60 0.94 0.36  0.30
H: -2.13 -0.27 0.26  -0.12
H: -0.59 0.21 -1.46  -0.13

[3]
Formula: C34H57N2P3PdS
Source: the OMol25 dataset
Level of theory: ωB97M-V/def2-TZVPD

## Properties
ΔE to the lowest compared entry with this formula, charge and spin: 0.0 kcal/mol
LUMO level: -0.00598 Eh

Each line ends with the Löwdin charge.
Positions of all 98 atoms, in Å:
Pd: 0.14 0.18 -1.39  0.00
C: -4.93 -1.33 0.36  -0.28
P: -3.14 -1.11 -0.02  1.03
C: -2.65 -0.20 1.54  -0.38
N: -3.16 -0.64 2.66  0.13
C: -2.76 -0.09 3.84  -0.21
C: -3.26 -0.57 5.06  -0.01
C: -2.82 -0.04 6.24  -0.08
C: -1.87 1.01 6.24  -0.08
C: -1.37 1.50 5.07  -0.02
C: -1.81 0.96 3.84  -0.22
N: -1.34 1.46 2.67  0.13
C: -1.73 0.92 1.54  -0.37
P: -0.99 1.66 0.00  0.91
C: 0.14 2.86 0.79  -0.26
C: -2.36 2.82 -0.58  -0.71
C: -2.90 3.73 0.52  -0.09
C: -1.74 3.67 -1.70  -0.11
C: -3.52 2.02 -1.16  -0.13
C: -2.45 -2.82 0.35  -0.73
C: -3.16 -3.62 1.44  -0.10
C: -0.97 -2.63 0.71  -0.13
C: -2.54 -3.57 -0.98  -0.12
H: -5.10 -1.64 1.39  0.03
H: -5.34 -2.08 -0.32  0.04
H: -5.45 -0.39 0.17  0.03
H: -3.99 -1.38 5.03  0.11
H: -3.21 -0.41 7.18  0.10
H: -1.53 1.42 7.18  0.10
H: -0.64 2.30 5.04  0.11
H: -0.34 3.47 1.55  0.03
H: 0.55 3.50 0.01  0.02
H: 0.96 2.31 1.24  0.03
H: -2.13 4.39 0.92  0.07
H: -3.33 3.16 1.34  0.08
H: -3.69 4.37 0.10  0.09
H: -1.00 4.37 -1.31  0.07
H: -2.52 4.25 -2.20  0.09
H: -1.24 3.04 -2.45  0.05
H: -4.08 1.52 -0.38  0.05
H: -3.18 1.25 -1.87  0.03
H: -4.21 2.70 -1.68  0.09
H: -3.17 -3.08 2.39  0.06
H: -2.64 -4.57 1.58  0.08
H: -4.19 -3.84 1.16  0.07
H: -0.85 -2.20 1.71  0.08
H: -0.50 -1.95 -0.02  0.02
H: -0.45 -3.58 0.68  0.09
H: -3.58 -3.68 -1.32  0.07
H: -2.13 -4.58 -0.87  0.09
H: -1.99 -3.05 -1.77  0.05
C: 3.30 -2.19 -2.72  -0.10
C: 3.21 -1.88 -1.23  -0.68
C: 4.58 -2.08 -0.57  -0.08
C: 2.24 -2.89 -0.61  -0.12
P: 2.41 -0.19 -0.97  1.04
C: 2.81 0.08 0.82  -0.35
C: 1.77 -0.19 1.72  -0.14
C: 1.94 -0.06 3.09  -0.08
C: 3.16 0.38 3.59  -0.08
C: 4.20 0.66 2.72  -0.08
C: 4.03 0.50 1.35  -0.10
C: 3.39 1.10 -1.94  -0.67
C: 2.79 1.13 -3.36  -0.12
C: 4.91 0.94 -2.08  -0.09
C: 3.08 2.46 -1.30  -0.10
H: 3.54 -3.25 -2.86  0.09
H: 4.08 -1.62 -3.23  0.06
H: 2.35 -1.99 -3.22  0.05
H: 4.95 -3.08 -0.81  0.09
H: 4.52 -2.00 0.51  0.08
H: 5.33 -1.37 -0.92  0.06
H: 2.65 -3.90 -0.70  0.09
H: 1.28 -2.86 -1.12  0.06
H: 2.07 -2.69 0.45  0.07
H: 0.81 -0.49 1.32  0.05
H: 1.12 -0.27 3.75  0.10
H: 3.30 0.50 4.66  0.10
H: 5.15 1.00 3.10  0.10
H: 4.86 0.71 0.70  0.08
H: 2.97 0.21 -3.90  0.06
H: 3.25 1.95 -3.92  0.09
H: 1.71 1.29 -3.31  0.04
H: 5.18 0.02 -2.60  0.06
H: 5.43 0.96 -1.13  0.06
H: 5.29 1.77 -2.68  0.09
H: 2.01 2.62 -1.26  0.04
H: 3.53 3.25 -1.91  0.09
H: 3.48 2.54 -0.29  0.07
C: -0.02 -1.47 -4.58  -0.40
S: -1.05 -0.59 -3.38  0.68
C: -1.44 0.84 -4.42  -0.39
H: 0.87 -0.89 -4.81  0.03
H: -0.59 -1.67 -5.49  0.04
H: 0.26 -2.41 -4.12  0.03
H: -1.90 0.51 -5.35  0.04
H: -0.54 1.41 -4.64  0.04
H: -2.13 1.47 -3.87  0.01

[4]
Formula: CHN3O2S
Source: the OMol25 dataset
Level of theory: ωB97M-V/def2-TZVPD

## Properties
ΔE to the lowest compared entry with this formula, charge and spin: 59.1 kcal/mol
LUMO level: -0.07710 Eh

Each line ends with the Löwdin charge.
Positions of all 8 atoms, in Å:
C: -1.31 -0.10 0.01  -0.21
N: -0.43 -1.04 0.11  0.01
N: -0.82 1.21 -0.21  -0.01
N: 0.39 1.34 -0.14  -0.03
O: 1.75 -0.17 1.29  -0.24
O: 1.71 -0.70 -1.17  -0.26
S: 1.13 -0.22 0.04  0.60
H: -2.40 -0.32 0.08  0.13

[5]
Formula: C2H2ClNO3
Source: the OMol25 dataset
Level of theory: ωB97M-V/def2-TZVPD

## Properties
ΔE to the lowest compared entry with this formula, charge and spin: 0.7 kcal/mol
SMILES: O=NCCl.O=C=O
LUMO level: -0.01634 Eh

Each line ends with the Löwdin charge.
Positions of all 9 atoms, in Å:
O: -1.33 -0.05 1.06  0.02
N: -0.71 0.93 1.30  -0.10
C: 0.60 1.09 0.79  -0.61
Cl: 1.40 -0.16 -0.15  0.68
H: 0.65 1.92 0.10  0.07
H: 1.16 1.65 1.62  0.13
O: -0.57 -2.78 -0.98  0.19
C: -0.54 -1.76 -1.52  -0.53
O: -0.66 -0.84 -2.24  0.14

HOMO level, respectively: -0.352, -0.346, -0.245, -0.404, -0.364 Ha.
Kohn-Sham gap, respectively: 8.5, 9.0, 6.5, 8.9, 9.5 eV.